Below is 6 unconnected molecules or ions with the total composition C39H67FIN3O6, with properties calculated with wB97M-V/def2-TZVPD.

Geometry as ORCA input:
```
! wB97M-V def2-TZVPD RIJCOSX def2/J DEFGRID3
* xyz 0 1
C -0.4739 1.7923 3.4085
N -1.7519 1.1061 3.0128
C -1.9513 1.1764 1.5160
C -0.9953 0.1603 0.7251
C -0.3784 -1.0212 1.5495
C 0.5705 -2.0921 0.9010
N 1.1169 -3.1102 1.7573
C 1.9749 -4.0262 1.0774
C 2.6574 -5.1636 2.0076
C 3.8747 -4.3886 2.7915
C 3.9881 -4.7906 4.3456
C 5.1292 -5.9405 4.4904
O 6.2384 -5.5390 5.3272
C 2.2267 -3.9247 -0.4587
C 3.1941 -5.0527 -1.1159
C 4.7055 -4.8746 -0.5674
F 2.6740 -6.3910 -0.9809
N 1.7169 -2.9509 -1.3691
C 0.9022 -2.0379 -0.6104
C 0.2670 -0.8286 -1.4247
C -0.6337 0.2607 -0.8027
C -1.1742 1.4553 -1.7167
C -0.0848 2.6460 -1.9348
C 1.3314 2.1116 -2.4984
I 0.3755 3.7168 -0.0621
H -0.7767 2.8041 3.8891
H 0.0001 1.1437 4.2442
H 0.2333 1.9586 2.5217
H -2.5604 1.6158 3.4154
H -3.0321 0.7937 1.3390
H -1.9283 2.2494 1.1137
H -0.5914 -1.1278 2.6773
H 3.1597 -5.9915 1.4066
H 1.9438 -5.5352 2.8214
H 4.8784 -4.5173 2.2482
H 3.6212 -3.2604 2.7497
H 4.2784 -3.8791 5.0024
H 2.9576 -5.1230 4.7118
H 4.5942 -6.8962 4.8529
H 5.5805 -6.1992 3.4557
H 5.9678 -4.8915 6.0119
H 3.2557 -4.8450 -2.2539
H 4.9346 -5.5672 0.3103
H 4.7551 -3.7913 -0.1546
H 5.4938 -4.9096 -1.4071
H 0.5131 -0.7359 -2.5465
H -1.6004 1.0803 -2.7254
H -2.0671 1.9211 -1.1562
H -0.4590 3.4495 -2.6667
H 1.8456 1.5808 -1.6045
H 2.0449 2.9497 -2.8111
H 1.1794 1.3009 -3.2935
C 2.6667 1.5752 7.7206
C 1.9301 2.0872 8.9365
C 0.7164 2.7478 8.3148
O 0.4225 2.0293 7.1084
C 1.5267 1.1610 6.8116
H 3.3571 0.7579 7.9369
H 3.2345 2.3906 7.2600
H 1.6174 1.2449 9.5626
H 2.5186 2.7699 9.5520
H 0.9256 3.7879 8.0426
H -0.1546 2.7287 8.9742
H 1.2084 0.1331 7.0173
H 1.7838 1.2410 5.7530
C 1.5935 -9.1993 0.4255
C 0.8583 -10.1421 -0.4999
C 0.0365 -10.9630 0.4744
O -0.2559 -10.1117 1.5905
C 0.5531 -8.9312 1.4943
H 1.9459 -8.2895 -0.0633
H 2.4578 -9.7093 0.8648
H 0.1959 -9.5722 -1.1600
H 1.5170 -10.7516 -1.1212
H 0.6039 -11.8224 0.8478
H -0.8959 -11.3258 0.0351
H -0.1009 -8.0992 1.2112
H 0.9976 -8.7094 2.4674
C -6.2659 2.9683 -2.5779
C -6.3582 1.4622 -2.6760
C -4.9461 1.0851 -3.0789
O -4.0745 2.0708 -2.5078
C -4.8687 3.1631 -2.0236
H -7.0389 3.4164 -1.9510
H -6.3365 3.4103 -3.5777
H -6.5917 1.0402 -1.6929
H -7.1112 1.1127 -3.3848
H -4.8209 1.1168 -4.1666
H -4.6599 0.0920 -2.7241
H -4.8667 3.1193 -0.9287
H -4.4211 4.1096 -2.3352
C -4.1074 7.5887 -4.9504
C -5.5019 7.7582 -4.3895
C -5.4881 6.7982 -3.2166
O -4.1383 6.7489 -2.7359
C -3.2839 7.3897 -3.6933
H -3.7695 8.4348 -5.5514
H -4.0643 6.6879 -5.5719
H -5.6355 8.7842 -4.0311
H -6.2946 7.5420 -5.1081
H -5.7699 5.7864 -3.5279
H -6.1543 7.1127 -2.4096
H -2.9672 8.3493 -3.2703
H -2.3971 6.7750 -3.8646
C 2.1638 6.0971 -5.8567
C 1.4358 5.1497 -6.7834
C 0.6145 4.3266 -5.8111
O 0.3141 5.1783 -4.6967
C 1.1182 6.3622 -4.7919
H 2.5139 7.0079 -6.3456
H 3.0286 5.5918 -5.4139
H 0.7732 5.7158 -7.4466
H 2.0993 4.5423 -7.4015
H 1.1843 3.4703 -5.4344
H -0.3147 3.9592 -6.2533
H 0.4615 7.1910 -5.0783
H 1.5583 6.5871 -3.8178
*
```

LUMO energy (eV): -0.585
Kohn-Sham gap (eV): 7.5

***

Below is 2 unconnected molecules or ions with the total composition C4H7F2N, with properties calculated with wB97M-V/def2-TZVPD.

Geometry as ORCA input:
```
! wB97M-V def2-TZVPD RIJCOSX def2/J DEFGRID3
* xyz 0 1
C 1.2651 -0.0071 -1.3046
C 0.5636 -0.4338 -0.3018
C 0.6540 -1.5238 0.6452
C -0.6615 1.3243 0.2564
N -2.0287 0.9239 0.3553
F -0.1079 1.7001 1.5071
F -0.4560 2.2941 -0.6021
H 1.0416 0.8290 -1.9020
H 2.1288 -0.5215 -1.7632
H 1.0573 -1.1913 1.5666
H 1.2278 -2.4822 0.2044
H -0.3203 -1.7675 0.9966
H -2.0271 0.1594 0.9617
H -2.3366 0.6964 -0.6197
*
```

LUMO energy (eV): 0.851
Kohn-Sham gap (eV): 9.4
Relative energy (zero: lowest compared OMol25 entry of this formula, charge and spin) (eV): 2.534

***

Below is C4H9NOS in the gas phase, with properties calculated with wB97M-V/def2-TZVPD.

Geometry as ORCA input:
```
! wB97M-V def2-TZVPD RIJCOSX def2/J DEFGRID3
* xyz 0 1
O -0.3397 -3.2096 1.4554
C 0.0358 -2.1183 1.6851
N -0.6593 -1.2218 0.8799
C -0.2702 0.1470 0.6931
C -0.5899 0.7969 -0.7449
C 0.6670 0.6904 -1.5678
S 1.6779 2.2738 -1.4345
H 0.6504 -1.7482 2.5647
H -1.4903 -1.6441 0.4536
H -1.1722 0.5507 1.3109
H 0.8214 0.3253 1.1127
H -1.3319 0.1370 -1.3660
H -1.0869 1.7594 -0.6951
H 1.2666 -0.1845 -1.4071
H 0.4060 0.6612 -2.6354
H 1.4153 2.7849 -0.3045
*
```

LUMO energy (eV): 0.852
Kohn-Sham gap (eV): 9.9
Relative energy (zero: lowest compared OMol25 entry of this formula, charge and spin) (eV): 2.735

***

Below is a gas-phase ion, C10H10NO (charge +1), with properties calculated with wB97M-V/def2-TZVPD.

Geometry as ORCA input:
```
! wB97M-V def2-TZVPD RIJCOSX def2/J DEFGRID3
* xyz 1 1
O 2.8702 -1.0987 1.3165
C 3.9022 -0.5016 1.0412
C 3.8277 0.4541 0.0266
C 2.6058 0.6564 -0.6048
C 1.4022 0.2810 0.0762
C 0.3459 -0.0709 -0.6603
N -0.9768 -0.2799 -0.2734
C -1.3850 -0.1605 1.0794
C -2.7008 -0.0030 1.4778
C -3.7144 -0.1999 0.5079
C -3.3289 -0.6196 -0.7726
C -1.9634 -0.5680 -1.1744
H 4.7662 -0.7400 1.7132
H 4.6893 0.8291 -0.4889
H 2.5800 1.0069 -1.6821
H 1.4276 0.3689 1.1343
H 0.4289 -0.1329 -1.7286
H -0.5980 -0.0704 1.8641
H -2.9605 0.1238 2.5156
H -4.7279 0.0304 0.7723
H -4.1894 -0.8662 -1.4325
H -1.6972 -0.6196 -2.2306
*
```

LUMO energy (eV): -5.085
Kohn-Sham gap (eV): 7.4
Relative energy (zero: lowest compared OMol25 entry of this formula, charge and spin) (eV): 0.926

***

Below is C5H9NO2 in the gas phase, with properties calculated with wB97M-V/def2-TZVPD.

Geometry as ORCA input:
```
! wB97M-V def2-TZVPD RIJCOSX def2/J DEFGRID3
* xyz 0 1
C 0.1470 1.3652 -1.8062
C 0.0473 1.2142 -0.4767
N -1.0633 1.8098 0.1302
C 1.0883 0.3895 0.3748
C 0.7349 -1.0758 0.1050
C -0.5429 -1.4800 0.8238
O -1.5058 -0.9214 1.2346
O -0.4255 -2.8612 0.9569
H -0.5343 2.1075 -2.2367
H 0.9234 0.9350 -2.4021
H -1.0722 1.8551 1.1330
H -1.9824 1.5999 -0.2138
H 1.0021 0.7238 1.4106
H 2.0952 0.7127 0.0959
H 0.7477 -1.3815 -0.9456
H 1.5377 -1.7404 0.4188
H -1.1975 -3.2523 1.3975
*
```

LUMO energy (eV): 0.753
Kohn-Sham gap (eV): 8.8
Relative energy (zero: lowest compared OMol25 entry of this formula, charge and spin) (eV): 1.109

***

Below is a molecular structure, C15H32FeNO3P2, with properties calculated with wB97M-V/def2-TZVPD.

Geometry as ORCA input:
```
! wB97M-V def2-TZVPD RIJCOSX def2/J DEFGRID3
* xyz 2 6
Fe -0.2502 -0.1071 0.0667
P 2.0421 -0.6858 0.1058
C 2.1273 -0.6853 -1.6847
C 0.9467 -1.2573 -2.3260
N -0.2626 -1.0037 -1.7119
C -1.4245 -1.3891 -2.2962
C -1.4230 -2.2445 -3.3920
C -0.2071 -2.5876 -3.9831
C 0.9759 -2.0634 -3.4688
C -2.7017 -0.8681 -1.6669
P -2.3442 0.6724 -0.7263
H 1.9462 -2.3135 -3.9003
H -2.3754 -2.6073 -3.7647
H -0.1871 -3.2457 -4.8517
H -3.4733 -0.6429 -2.4154
H -3.1125 -1.5984 -0.9502
H 2.2642 0.8687 -1.9859
H 3.0916 -1.0350 -2.0827
H 1.4884 2.3286 -1.3619
O 2.2968 1.9022 -2.1338
H 2.0572 2.0910 -3.0600
H 0.3925 1.9093 0.2119
O 0.6243 2.6165 -0.5362
H 0.6421 3.5024 -0.1342
C -2.3781 1.9617 -1.9955
H -3.3689 2.0066 -2.4775
H -2.1513 2.9293 -1.5233
H -1.6163 1.7591 -2.7618
C -3.7178 0.9346 0.4125
H -3.3729 1.6295 1.1920
H -4.5899 1.3600 -0.1042
H -3.9963 -0.0153 0.8914
C 2.3354 -2.3847 0.6513
H 3.4172 -2.5829 0.6282
H 1.9411 -2.5046 1.6690
H 1.8089 -3.0798 -0.0196
C 3.3927 0.3602 0.7015
H 3.1499 0.7400 1.7052
H 4.3132 -0.2443 0.7537
H 3.5626 1.2164 0.0302
C -1.0549 1.3569 3.7734
C -0.1098 0.4222 3.0324
C 1.2753 0.5050 3.6556
C -0.6284 -1.0040 3.1617
O -0.0493 0.8275 1.6674
H -1.0913 1.0928 4.8432
H -2.0740 1.2879 3.3772
H -0.7178 2.3967 3.6900
H 1.2153 0.3135 4.7375
H 1.9606 -0.2370 3.2275
H 1.7057 1.5054 3.5071
H -1.6446 -1.0920 2.7544
H 0.0176 -1.7265 2.6446
H -0.6678 -1.2905 4.2234
*
```

LUMO energy (alpha / beta) (eV): -6.331 / -9.292
Kohn-Sham gap (alpha / beta) (eV): 7.1 / 5.5
⟨S²⟩: 8.794
Relative energy (zero: lowest compared OMol25 entry of this formula, charge and spin) (eV): 0.453

***

Below is a molecular structure, C9H12N2OPS, with properties calculated with wB97M-V/def2-TZVPD.

Geometry as ORCA input:
```
! wB97M-V def2-TZVPD RIJCOSX def2/J DEFGRID3
* xyz 1 1
C -2.8489 2.7226 0.1568
C -2.0897 3.7599 0.6193
C -2.4120 1.3719 -0.2604
C -0.6135 3.8613 0.4817
C -1.3523 0.6465 -0.0174
C 0.0815 2.7783 0.7329
C 0.3351 -0.8053 -0.0570
C 2.5337 -1.5725 0.4415
C 1.0920 -2.7037 -1.2178
N -0.9279 -0.6862 -0.4075
N 1.2597 -1.7187 -0.1803
O 0.2130 0.3844 2.3333
P 0.1627 1.0176 0.8860
S 1.8564 2.2968 0.6084
H -3.9522 2.9112 0.1578
H -2.4420 4.6919 0.9219
H -3.1770 1.0787 -1.0851
H -0.2000 4.7628 0.2974
H 2.5055 -2.2366 1.2661
H 3.3572 -1.9124 -0.3272
H 2.5082 -0.5174 0.5544
H 1.4235 -2.4071 -2.1783
H 1.7072 -3.5184 -0.9985
H 0.0622 -3.0429 -1.2282
H -1.3780 -1.2557 -1.1740
H -0.5672 0.4646 2.8080
*
```

LUMO energy (eV): -3.529
Kohn-Sham gap (eV): 8.2
Relative energy (zero: lowest compared OMol25 entry of this formula, charge and spin) (eV): 3.817

***

Below is 11 unconnected molecules or ions with the total composition C31H82N16O11, with properties calculated with wB97M-V/def2-TZVPD.

Geometry as ORCA input:
```
! wB97M-V def2-TZVPD RIJCOSX def2/J DEFGRID3
* xyz 0 1
C 0.9046 -1.1654 5.5299
C -0.2347 -0.0808 5.5980
C -1.4806 -0.6221 4.9549
C -0.3806 0.0205 7.1587
C -1.1895 1.2286 7.5200
C -0.4275 2.4281 6.9673
C -0.3402 2.4051 5.3942
C -1.6909 2.5977 4.7720
C 0.6683 3.4900 5.0120
N 0.2628 1.1165 5.0239
O 0.3857 0.9191 3.6354
H 0.4045 -2.0922 5.8426
H 1.3010 -1.1142 4.4805
H 1.6640 -0.8884 6.2288
H -1.2142 -1.0183 3.9857
H -1.7144 -1.5061 5.5371
H -2.3841 -0.0591 5.0441
H -0.9040 -0.8790 7.4671
H 0.5936 0.1150 7.5763
H -2.2080 1.2098 7.1706
H -1.1133 1.2799 8.6011
H 0.5617 2.5178 7.3810
H -1.0820 3.2404 7.2328
H -2.1032 3.5305 5.0788
H -2.3599 1.8658 5.1359
H -1.7719 2.4822 3.6410
H 0.2338 4.5078 5.1188
H 0.9567 3.4260 3.9216
H 1.5084 3.2897 5.6006
H -0.5026 1.0152 3.2277
C 5.0754 -0.0189 -0.5037
C 5.3229 -1.4335 -0.8386
C 6.0281 -2.0754 0.4045
C 4.0518 -2.2662 -1.0270
C 3.4704 -1.9555 -2.4046
C 4.4326 -2.2137 -3.5631
C 5.7257 -1.3470 -3.4107
C 6.8272 -1.7965 -4.3447
C 5.3308 0.0823 -3.6695
N 6.2600 -1.6429 -2.0262
O 7.4228 -0.8634 -1.8203
H 5.3540 0.1998 0.5127
H 5.5753 0.6772 -1.1804
H 3.9892 0.2067 -0.5437
H 7.1449 -1.7610 0.4497
H 5.5288 -1.6219 1.2335
H 5.9084 -3.1464 0.4826
H 4.3018 -3.3205 -1.0403
H 3.2953 -2.0275 -0.3304
H 2.5303 -2.5501 -2.4719
H 3.1565 -0.9262 -2.4463
H 4.0174 -2.0102 -4.5306
H 4.8313 -3.2239 -3.5904
H 6.7947 -2.8696 -4.3816
H 7.8224 -1.5586 -3.9084
H 6.6124 -1.4154 -5.3700
H 4.7016 0.0864 -4.5899
H 6.2200 0.6864 -3.8526
H 4.6218 0.4421 -2.9235
H 7.1828 0.0718 -1.8938
N -5.6220 -2.6353 -1.5655
C -4.7287 -3.6374 -1.1845
N -3.3297 -3.4989 -1.3506
O -5.1801 -4.7457 -0.9388
H -5.2880 -1.8970 -2.1659
H -6.5260 -2.9847 -1.7250
H -3.0045 -2.5078 -1.4477
H -2.8893 -3.7256 -0.5054
N 0.8112 -1.1299 1.0046
C 0.1142 -2.0252 0.1790
N 0.5607 -3.2947 0.2197
O -0.8390 -1.7365 -0.5238
H 0.3697 -0.2855 1.2903
H 1.3705 -1.5537 1.7304
H 1.2096 -3.6313 0.9271
H 0.1779 -3.8267 -0.5268
N 2.9880 3.6839 1.1272
C 1.8600 3.2581 0.4504
N 0.9831 2.5930 1.1681
O 1.6290 3.5817 -0.7288
H 3.3162 3.0868 1.9261
H 3.6456 4.0315 0.5500
H 1.1097 2.4956 2.1656
H 0.0725 2.3840 0.8029
N -1.3421 3.8594 -1.0432
C -1.4844 4.6811 0.1220
N -0.3065 5.2683 0.5329
O -2.5018 4.7727 0.8323
H -2.1649 3.3282 -1.1938
H -0.5070 3.4577 -1.3160
H 0.2038 5.5021 -0.3290
H -0.4476 6.0466 1.1265
N -1.7193 -0.6846 -3.7173
C -2.7422 0.0095 -3.2022
N -2.7888 1.3954 -3.3963
O -3.7444 -0.4946 -2.6857
H -1.7148 -1.7069 -3.6833
H -0.9362 -0.3285 -4.2350
H -2.1287 1.8756 -3.9458
H -3.5903 2.0091 -3.1826
N -3.8309 2.0567 0.9264
C -2.7974 1.2216 1.0955
N -3.0776 -0.1252 0.8145
O -1.5760 1.5122 1.1870
H -4.6659 1.7726 0.4453
H -3.6504 3.0550 1.0685
H -2.4104 -0.8521 0.6283
H -4.0415 -0.4303 0.9539
N 1.8113 2.0110 -3.7860
C 1.1242 0.8327 -3.4593
N 0.8414 0.7314 -2.1343
O 0.7291 0.0980 -4.3736
H 1.9584 1.9977 -4.8081
H 1.9370 2.8282 -3.1738
H 0.3100 -0.0671 -1.8613
H 1.0057 1.5441 -1.5395
C -0.4822 -5.2578 -2.7874
C -0.6768 -3.9315 -3.4698
C 0.2274 -3.7698 -4.7130
O -1.9920 -3.7523 -3.9767
H -1.1585 -5.4416 -1.9443
H 0.5505 -5.5074 -2.3431
H -0.6521 -6.0552 -3.5563
H -0.5192 -3.0992 -2.7088
H 0.0287 -4.4939 -5.4964
H 1.3174 -3.7482 -4.4869
H 0.0170 -2.8103 -5.2850
H -2.5470 -4.1458 -3.3174
C -7.3117 2.0027 -0.2667
C -6.5672 1.1233 -1.2936
C -6.1184 1.9662 -2.4861
O -5.4621 0.5630 -0.5757
H -8.2141 2.6038 -0.5897
H -6.5398 2.5987 0.2890
H -7.7669 1.3497 0.4092
H -7.3034 0.4187 -1.6345
H -5.6140 2.8809 -2.1259
H -7.0586 2.2294 -2.9907
H -5.5964 1.3365 -3.2174
H -5.0027 0.0956 -1.2377
*
```

LUMO energy (eV): 0.198
Kohn-Sham gap (eV): 8.9

***

Below is a molecular structure, C8H12O, with properties calculated with wB97M-V/def2-TZVPD.

Geometry as ORCA input:
```
! wB97M-V def2-TZVPD RIJCOSX def2/J DEFGRID3
* xyz 0 1
C -1.4562 0.5545 -0.0114
C -0.0122 0.0460 -0.6026
C 0.8338 1.2358 -0.4018
C 0.7985 1.1913 1.0809
C 0.4651 -0.2180 1.3892
C -0.2715 -1.8843 0.4752
C -0.3695 -0.9149 -1.6889
C 0.8269 -0.9772 0.1935
H -1.8864 1.2995 -0.6653
H -2.1910 -0.1653 0.0828
H -1.5038 1.1063 0.9663
H 0.1993 2.1691 -0.7375
H 1.7833 1.2350 -1.0547
H 1.7313 1.3692 1.5701
H 0.2302 2.1260 1.4471
H 1.0077 -0.4159 2.4673
H -0.3376 -2.6603 1.2233
H 0.4238 -1.3504 -2.2728
H -1.1260 -0.6224 -2.4060
H 1.8117 -1.2657 -0.3164
O -0.9573 -1.8583 -0.7382
*
```

LUMO energy (eV): 0.911
Kohn-Sham gap (eV): 8.3
Relative energy (zero: lowest compared OMol25 entry of this formula, charge and spin) (eV): 7.423

***

Below is a molecular structure, C14H22BiBrN2O4P, with properties calculated with wB97M-V/def2-TZVPD.

Geometry as ORCA input:
```
! wB97M-V def2-TZVPD RIJCOSX def2/J DEFGRID3
* xyz 1 1
Bi -0.5051 -1.0219 -1.9656
N -1.1629 1.1790 -3.1782
C -2.5978 1.3205 -2.9429
C -3.1330 0.6962 -1.6326
O -4.0046 1.2635 -1.0118
O -2.5432 -0.4208 -1.2743
H -0.6616 1.9954 -2.9180
H -0.9641 1.0573 -4.1572
H -3.1504 0.8951 -3.7686
H -2.8534 2.3672 -2.9239
Br -1.2009 -4.1803 0.1550
C 0.5954 -3.5308 0.2817
C 1.5020 -4.2259 1.0833
C 2.7643 -3.7281 1.1457
C 3.1162 -2.5942 0.4210
C 2.1555 -2.0176 -0.4008
N 0.8995 -2.4693 -0.4394
C 2.4789 -0.7615 -1.2197
O 3.5260 -0.1696 -1.0096
O 1.6489 -0.4756 -2.1715
H 1.2069 -5.1142 1.5923
H 3.5181 -4.1681 1.7991
H 4.1290 -2.1171 0.4385
C 0.8858 3.3773 0.2094
C 0.9126 2.0379 -0.5317
P -0.1166 0.6978 0.1603
C 0.8536 0.1413 1.6100
C 0.1636 -0.8795 2.5088
C -1.5212 1.5722 0.8496
C -2.5392 0.7663 1.6052
H 1.7021 4.0198 -0.1265
H 0.9190 3.2791 1.3039
H -0.0619 3.8836 0.0019
H 1.9267 1.6542 -0.5112
H 0.7218 2.1351 -1.5881
H 1.0994 1.0226 2.2457
H 1.8024 -0.1709 1.2596
H -0.5073 -0.4428 3.2618
H 0.9252 -1.4551 3.0453
H -0.4461 -1.5952 1.9599
H -1.9862 2.0387 0.0092
H -1.1049 2.3375 1.4647
H -2.8989 -0.0300 0.9924
H -3.3347 1.4544 1.8121
H -2.1591 0.3763 2.5551
*
```

LUMO energy (eV): -3.856
Kohn-Sham gap (eV): 9.0
Relative energy (zero: lowest compared OMol25 entry of this formula, charge and spin) (eV): 0.528